[1]
ORCA calculation (wB97M-V/def2-TZVPD) on a single C3H5N3 molecule in a non-equilibrium geometry.

Element x y z (Å)
N 0.55730 1.18079 0.00591
N 1.93823 -0.61704 0.00255
N 0.68491 -1.07456 0.00665
C -1.56550 -0.02756 0.00758
C -0.07901 0.02095 0.01154
C 2.01630 0.69494 -0.00023
H -1.91906 -1.04266 0.15883
H 2.70201 -1.28076 -0.01089
H 2.85680 1.34456 0.00776
H -1.94029 0.33913 -0.94760
H -1.95952 0.61872 0.78922

Cartesian forces (eV/Å) of the 2 atoms listed first:
N 5.67 -0.92 0.01
N 0.30 0.40 -0.04

Kohn-Sham gap   10.44 eV
Calculated total energy   -7661.4871 eV
HOMO energy   -9.52 eV
LUMO   0.92 eV
M   83.09 Da
ΔE to the lowest compared entry with this formula, charge and spin   22.3 kcal/mol

---

[2]
ORCA calculation (wB97M-V/def2-TZVPD) on a single C3H5N3O molecule.

Element x y z (Å)
O -2.76324 0.72472 -0.81286
N -0.42579 0.61870 -0.63881
N -0.22808 -0.97644 0.86726
N -1.55258 -0.74184 0.56875
C 1.90677 -0.01871 0.09245
C -1.74077 0.26277 -0.34890
C 0.42530 -0.15066 0.11693
H 2.25587 0.28662 -0.89685
H -2.28565 -1.12033 1.14601
H 2.23980 0.72545 0.82078
H 2.35510 -0.97618 0.35999
H -0.18672 1.36591 -1.27477

Cartesian forces (eV/Å) of the 2 atoms listed first:
O 0.14 -0.09 0.16
N 0.00 0.17 -0.17

Kohn-Sham gap   9.59 eV
Calculated total energy   -9710.2963 eV
HOMO energy   -8.83 eV
LUMO   0.76 eV
M   99.09 Da
ΔE to the lowest compared entry with this formula, charge and spin   6.6 kcal/mol

---

[3]
ORCA calculation (wB97M-V/def2-TZVPD) on a single C3H5N3O molecule in a non-equilibrium geometry.

Element x y z (Å)
O 0.46250 -1.63204 -1.17984
N -1.01447 -1.17039 0.62230
N -2.01531 0.85523 -1.34110
N 0.91381 1.12382 1.01972
C 0.00119 -0.73794 -0.24239
C 0.81285 0.46204 -0.15293
C -1.18936 0.29287 -0.74026
H 1.68686 1.75439 1.16803
H 1.52091 0.64563 -0.95479
H 0.11512 1.31712 1.60635
H -0.21064 -2.32209 -1.26210
H -1.08348 -0.58863 1.45701

Cartesian forces (eV/Å) of the 2 atoms listed first:
O -0.41 0.68 0.62
N 1.11 -0.62 0.20

Kohn-Sham gap (spin up / spin down)   6.96 / 8.12 eV
Calculated total energy   -9704.7643 eV
HOMO energy (spin up / spin down)   -7.40 / -8.20 eV
LUMO (spin up / spin down)   -0.44 / -0.09 eV
M   99.09 Da
ΔE to the lowest compared entry with this formula, charge and spin   134.2 kcal/mol

---

[4]
ORCA calculation (wB97M-V/def2-TZVPD) on 2 unconnected molecules or ions with the total composition C3H5N3O.

Element x y z (Å)
O -2.20450 0.62334 -0.49810
N 0.67226 -0.39888 1.42698
N 0.48548 0.98115 -0.39656
N 1.69443 0.55272 -0.21450
C -1.48588 0.11854 0.46539
C 1.90724 -0.33513 0.90258
C -0.14163 0.36359 0.64288
H 2.39320 0.80054 -0.90358
H -1.62675 1.19785 -1.04148
H -2.00423 -0.60368 1.08700
H 0.45910 -1.75750 -0.54667
H -0.14873 -1.54254 -0.92394

Cartesian forces (eV/Å) of the 2 atoms listed first:
O 0.17 0.10 0.07
N 0.26 0.08 -0.07

Kohn-Sham gap (spin up / spin down)   6.84 / 6.84 eV
Calculated total energy   -9705.0399 eV
HOMO energy (spin up / spin down)   -8.36 / -8.36 eV
LUMO (spin up / spin down)   -1.52 / -1.52 eV
M   99.09 Da
ΔE to the lowest compared entry with this formula, charge and spin   127.8 kcal/mol